Molecular formula: C48H127F3N11O13Pd
Method: DFT, ωB97M-V with the def2-TZVPD basis set

CARTESIAN COORDINATES (ANGSTROEM)
Pd -7.855 -4.988 -33.833
C -10.067 -2.397 -33.007
O -10.065 -3.166 -31.794
O -9.138 -2.912 -33.870
C -11.549 -2.078 -33.423
F -12.474 -2.165 -32.448
F -11.577 -0.783 -33.757
F -11.929 -2.934 -34.382
C -9.380 -2.579 -30.705
C -9.520 -3.498 -29.502
H -10.579 -3.743 -29.385
H -8.901 -4.378 -29.664
H -9.255 -2.997 -28.573
H -9.860 -1.650 -30.397
H -8.301 -2.431 -30.832
H -9.711 -1.416 -32.665
C -18.701 -4.355 -28.477
C -17.311 -4.324 -29.158
C -16.340 -3.349 -28.530
O -15.062 -3.556 -29.075
C -14.115 -2.581 -28.788
N -16.871 -5.738 -29.067
H -19.434 -4.983 -28.985
H -19.219 -3.390 -28.456
H -18.687 -4.749 -27.459
H -17.463 -4.092 -30.214
H -16.302 -3.609 -27.461
H -16.724 -2.328 -28.626
H -14.164 -1.634 -29.334
H -13.192 -3.102 -29.066
H -14.012 -2.404 -27.710
H -16.025 -5.755 -29.636
H -16.600 -5.986 -28.121
C -16.034 -7.033 -34.479
C -14.883 -7.283 -33.494
C -15.268 -7.032 -32.043
O -14.456 -6.075 -31.334
C -14.273 -4.809 -31.887
N -14.301 -8.630 -33.685
H -15.634 -6.835 -35.473
H -16.562 -6.103 -34.258
H -16.740 -7.864 -34.451
H -14.074 -6.648 -33.865
H -15.393 -7.872 -31.364
H -16.233 -6.505 -32.045
H -13.843 -4.855 -32.900
H -13.433 -4.327 -31.381
H -15.170 -4.186 -31.913
H -15.007 -9.357 -33.763
H -13.821 -8.857 -32.819
C -11.111 -6.822 -31.632
C -9.955 -6.710 -32.659
C -10.599 -6.204 -33.958
O -9.428 -6.128 -34.834
C -9.716 -6.309 -36.212
N -8.975 -5.755 -32.155
H -11.645 -5.875 -31.515
H -10.710 -7.079 -30.650
H -11.913 -7.482 -31.963
H -9.532 -7.689 -32.878
H -11.124 -5.249 -34.021
H -11.262 -6.937 -34.422
H -10.436 -7.112 -36.387
H -8.778 -6.581 -36.693
H -10.159 -5.419 -36.667
H -9.545 -4.974 -31.822
H -8.441 -6.099 -31.322
C -3.329 1.086 -30.882
C -4.600 1.880 -31.297
C -5.593 0.872 -31.872
O -6.755 1.461 -32.452
C -7.461 0.547 -33.276
N -5.151 2.351 -30.014
H -2.513 1.745 -30.594
H -3.061 0.360 -31.655
H -3.531 0.516 -29.972
H -4.317 2.684 -31.969
H -5.920 0.078 -31.187
H -5.112 0.235 -32.634
H -7.972 -0.230 -32.699
H -6.856 0.197 -34.114
H -8.327 1.041 -33.722
H -5.701 1.685 -29.492
H -5.778 3.098 -30.306
C -6.842 -8.622 -31.268
C -7.785 -8.208 -30.165
C -7.660 -9.076 -28.906
O -8.702 -8.704 -27.993
C -8.877 -9.791 -27.055
N -7.559 -6.798 -29.862
H -5.801 -8.316 -31.110
H -7.104 -8.198 -32.239
H -6.754 -9.707 -31.359
H -8.790 -8.340 -30.581
H -6.702 -8.877 -28.415
H -7.747 -10.112 -29.243
H -7.973 -10.366 -26.860
H -9.680 -10.405 -27.465
H -9.166 -9.274 -26.137
H -6.562 -6.718 -29.589
H -8.078 -6.531 -29.029
C -10.350 -2.879 -38.616
C -10.347 -1.387 -38.247
C -10.834 -1.062 -36.813
O -10.812 0.290 -36.462
C -11.671 1.105 -37.235
N -9.003 -0.871 -38.528
H -10.023 -3.012 -39.645
H -11.356 -3.309 -38.543
H -9.740 -3.509 -37.964
H -10.962 -0.827 -38.959
H -10.196 -1.618 -36.124
H -11.844 -1.477 -36.941
H -11.579 2.106 -36.822
H -12.690 0.727 -37.338
H -11.325 1.192 -38.275
H -9.077 0.110 -38.770
H -8.435 -0.922 -37.687
C -4.608 -2.786 -31.853
C -5.798 -3.152 -32.740
C -5.392 -3.253 -34.194
O -6.552 -3.570 -34.970
C -6.310 -3.426 -36.364
N -6.357 -4.435 -32.276
H -4.839 -2.684 -30.793
H -4.202 -1.838 -32.215
H -3.776 -3.497 -31.886
H -6.467 -2.302 -32.591
H -4.673 -4.059 -34.379
H -5.005 -2.278 -34.498
H -7.268 -3.602 -36.847
H -5.547 -4.096 -36.777
H -5.909 -2.457 -36.675
H -5.551 -5.060 -32.355
H -6.522 -4.476 -31.272
C -10.738 -2.686 -24.930
C -12.077 -3.168 -25.514
C -11.990 -4.419 -26.391
O -13.230 -5.011 -26.677
C -13.189 -5.751 -27.897
N -12.978 -3.418 -24.392
H -10.842 -1.723 -24.438
H -10.019 -2.565 -25.745
H -10.321 -3.417 -24.236
H -12.450 -2.349 -26.137
H -11.457 -5.207 -25.831
H -11.302 -4.186 -27.216
H -14.181 -6.085 -28.187
H -12.649 -6.687 -27.712
H -12.723 -5.170 -28.690
H -13.734 -4.068 -24.576
H -12.451 -3.912 -23.676
C -14.632 -2.986 -37.043
C -14.477 -1.934 -38.148
C -15.486 -2.170 -39.286
O -15.438 -3.527 -39.727
C -16.552 -3.927 -40.472
N -14.702 -0.604 -37.548
H -13.896 -2.772 -36.269
H -14.419 -3.969 -37.463
H -15.655 -2.987 -36.667
H -13.471 -1.960 -38.566
H -15.175 -1.562 -40.143
H -16.531 -1.994 -39.011
H -16.350 -4.848 -41.015
H -16.873 -3.143 -41.166
H -17.434 -4.155 -39.858
H -14.775 0.106 -38.277
H -15.648 -0.526 -37.179
C -6.476 -4.399 -26.971
C -5.331 -4.607 -27.988
C -3.994 -4.099 -27.463
O -2.996 -4.224 -28.458
C -1.895 -3.322 -28.247
N -5.170 -6.042 -28.361
H -6.523 -3.370 -26.619
H -6.228 -5.051 -26.131
H -7.447 -4.679 -27.365
H -5.553 -4.142 -28.953
H -3.745 -4.605 -26.522
H -4.067 -3.044 -27.168
H -2.251 -2.299 -28.413
H -1.201 -3.555 -29.048
H -1.623 -3.408 -27.196
H -4.201 -6.063 -28.669
H -5.280 -6.630 -27.541
C -9.852 1.193 -30.845
C -10.487 1.791 -29.605
C -11.597 0.951 -28.999
O -12.290 1.634 -27.981
C -13.247 0.929 -27.245
N -9.420 2.091 -28.666
H -8.895 1.675 -31.071
H -10.374 1.216 -31.800
H -9.433 0.239 -30.504
H -10.974 2.695 -30.004
H -11.007 0.109 -28.599
H -12.329 0.607 -29.732
H -12.800 0.340 -26.429
H -13.815 0.175 -27.795
H -13.902 1.563 -26.650
H -9.737 2.122 -27.702
H -9.001 3.000 -28.809

Values from the calculation:
**⟨S²⟩**: 2.008
**Charge**: +1
**HOMO (alpha / beta)**: -10.4 / -10.4 eV
**Energy above the lowest of the compared OMol25 structures with the same formula, charge and spin**: 0.000 eV
**LUMO level (alpha / beta)**: -2.07 / -4.31 eV
**Spin multiplicity**: 3
**Frontier orbital gap (alpha / beta)**: 8.319 / 6.082 eV
**Electronic energy**: -106462.16601 eV
**Maximum force**: 3.5 eV/A